Record 1
39
Properties=species:S:1:pos:R:3 method="wB97M-V/def2-TZVPD" energy_ha=-2282.000210 largest_force_ev_per_a=1.446 total_charge=-1 gap_ev=6.785 e_above_lowest_kj_mol=64.2
Na -0.12043 -1.60484 -0.46200
C 2.57498 -2.22957 -2.98468
C 2.79880 -1.84058 -1.55118
N 2.03752 -2.21583 -0.56126
C 2.44698 -1.66004 0.64182
C 3.55487 -0.88566 0.55549
S 4.08950 -0.81224 -1.06301
C 1.55088 -1.81478 1.80883
C 1.69467 -1.25663 3.03509
S 0.29133 -1.54195 3.96632
C -0.42859 -2.39432 2.65223
N 0.34865 -2.47376 1.60907
C -1.81843 -2.94899 2.71875
H 1.53784 -2.53287 -3.11126
H 3.22168 -3.05932 -3.27407
H 2.77166 -1.39193 -3.65383
H 4.03408 -0.30264 1.32936
H 2.51327 -0.66370 3.41536
H -2.32649 -2.64011 3.63276
H -1.78921 -4.03901 2.68263
H -2.37600 -2.57840 1.85414
O -2.46427 -1.18204 0.03749
C -2.00792 -0.58731 -0.97436
O -1.47118 -1.14277 -1.97267
C -1.83196 0.92081 -0.87479
C -2.80211 1.84190 -1.08210
C -2.50153 3.21825 -0.96097
C -1.23843 3.64188 -0.63428
C -0.24568 2.71221 -0.37686
C -0.47402 1.29332 -0.47819
O 0.38790 0.40386 -0.26669
N 1.06702 3.24506 -0.01120
O 1.36940 4.36616 -0.41726
O 1.86424 2.51258 0.54538
N -3.54005 4.20418 -1.18497
O -3.25179 5.39379 -1.13151
O -4.63765 3.80749 -1.55777
H -3.80891 1.54324 -1.34434
H -1.02063 4.69457 -0.55549

***

Record 2
34
Properties=species:S:1:pos:R:3 method="wB97M-V/def2-TZVPD" energy_ha=-1188.048544 largest_force_ev_per_a=5.442 total_charge=+2 gap_ev="5.238 / 4.788" multiplicity=2 e_above_lowest_kj_mol=230.4
Ir 0.20578 0.05437 0.18993
O -1.07885 -3.49039 -1.84331
C -0.88392 -2.35554 -1.25299
O 0.11985 -2.06522 -0.60461
C -1.96848 -1.36708 -1.35299
C -3.15675 -1.49888 -2.03375
C -4.07850 -0.45077 -1.96117
C -3.79190 0.67473 -1.20600
C -2.57216 0.71511 -0.54559
N -1.70047 -0.26600 -0.63491
C -2.13038 1.82898 0.39032
O -2.84759 2.76805 0.54612
O -0.96804 1.55752 0.93240
H -0.34356 -4.11991 -1.72859
H -3.35250 -2.39380 -2.60784
H -5.02233 -0.52140 -2.48506
H -4.47801 1.50584 -1.11846
C 4.38162 1.40351 0.06625
C 2.91210 1.54135 -0.13351
O 2.14732 0.75121 0.43449
C 2.38132 2.59957 -0.99807
C 3.11108 3.72150 -1.29342
C 2.55981 4.76290 -2.05560
C 1.25142 4.67593 -2.56251
C 0.51021 3.55577 -2.33841
C 1.04272 2.46139 -1.55929
O 0.31523 1.44200 -1.44196
H 4.59169 0.46790 0.57627
H 4.75265 2.22357 0.68802
H 4.90453 1.44085 -0.88993
H 4.12205 3.83162 -0.92663
H 3.14766 5.65209 -2.24646
H 0.82768 5.49800 -3.12368
H -0.50829 3.45477 -2.69060

***

Record 3
36
Properties=species:S:1:pos:R:3 method="wB97M-V/def2-TZVPD" energy_ha=-2957.160806 largest_force_ev_per_a=0.512 total_charge=-1 gap_ev="6.427 / 6.537" multiplicity=3
Pd -0.05090 0.07864 0.20794
S -1.47048 -3.56690 2.69125
C -0.95880 -2.28453 1.78591
S -1.99753 -1.23361 0.88986
S 0.70375 -1.85261 1.54224
N -0.06942 -2.84532 -1.50612
C 0.23018 -1.81178 -2.29515
N 0.32344 -0.56687 -1.90365
C 0.68091 0.27367 -2.97865
C 0.87477 1.64859 -2.90696
C 1.22417 2.33985 -4.05965
C 1.37934 1.68228 -5.28329
C 1.18692 0.31026 -5.36478
C 0.84071 -0.37405 -4.20498
S 0.54213 -2.07830 -4.00042
H -0.16336 -2.68788 -0.51204
H -0.13259 -3.77326 -1.86807
H 0.75528 2.13745 -1.94918
H 1.38094 3.41286 -4.00856
H 1.65317 2.24193 -6.17317
H 1.30626 -0.21440 -6.31022
O 2.31164 8.84019 0.63747
C 1.55971 8.19412 -0.29333
O 1.22270 8.79450 -1.27361
C 1.23659 6.76720 -0.00184
C 1.18565 6.24885 1.29298
C 0.89016 4.91280 1.51894
C 0.64270 4.03194 0.44699
S 0.29921 2.35020 0.76908
C 0.67921 4.57661 -0.84926
C 0.96663 5.91517 -1.06389
H 2.59058 8.19754 1.29663
H 1.33896 6.90031 2.15047
H 0.83863 4.52193 2.53001
H 0.46789 3.93247 -1.69588
H 0.98006 6.32472 -2.06700

***

Record 4
39
Properties=species:S:1:pos:R:3 method="wB97M-V/def2-TZVPD" energy_ha=-2483.883742 largest_force_ev_per_a=2.188 total_charge=0 gap_ev=6.872 e_above_lowest_kj_mol=32.8
Ba 1.07724 0.66061 -0.04430
Cl 0.98671 3.08385 2.10196
C 1.73774 2.67618 3.69699
C 1.58350 3.68064 4.63014
C 2.11837 3.47296 5.89386
C 2.77213 2.27581 6.14467
C 2.88903 1.31203 5.15672
Cl 3.73317 -0.16029 5.60472
C 2.38212 1.44507 3.86478
S 2.49662 0.26545 2.58837
H 1.06162 4.58818 4.37033
H 2.02820 4.22568 6.66394
H 3.20149 2.07578 7.11572
N -2.35426 -3.22423 2.81313
C -2.39565 -1.81563 2.44238
C -1.10338 -1.36552 1.82029
O -0.12087 -2.24599 1.77647
O -0.94937 -0.26275 1.33475
H -2.68043 -3.39697 3.75159
H -0.46173 -3.03849 2.25664
H -2.88211 -3.80483 2.17607
H -2.52797 -1.17899 3.32210
H -3.19876 -1.55667 1.75218
O -0.39086 0.74273 -2.00479
C 0.35325 -0.08298 -2.61839
O 1.37586 -0.63012 -2.07644
C 0.02058 -0.42776 -4.02543
C 0.85774 -1.24087 -4.77836
C 0.53385 -1.55433 -6.09210
C -0.63683 -1.06514 -6.65948
C -1.43987 -0.27184 -5.87272
C -1.15652 0.07340 -4.57486
N -2.72438 0.25690 -6.47266
O -3.43025 0.93943 -5.76574
O -2.96752 -0.05952 -7.61716
H 1.75949 -1.62132 -4.31947
H 1.18933 -2.18300 -6.67854
H -0.92051 -1.29098 -7.67615
H -1.81676 0.70351 -4.00121